ORCA calculation (ωB97M-V with the def2-TZVPD basis set) on C21H18N6ORuS3 as an isolated structure.

Values from the calculation:
frontier orbital gap (spin up / spin down) = 4.798 / 4.794 eV
charge = +2
E = -2503.73934 hartree
2S+1 = 1

```
50
Properties=species:S:1:pos:R:3:forces:R:3:lowdin_charge:R:1
Ru 0.581036 0.347956 1.096814 0.050 -0.301 -0.275 1.0616
O -0.988211 1.032622 0.432236 0.123 -0.020 -0.106 -0.2333
C -1.431665 2.314027 0.297063 -0.119 -0.092 -0.006 -0.2730
C -2.559715 2.471956 -0.503520 -0.024 -0.011 0.004 0.0190
C -3.106587 3.726247 -0.673287 -0.002 -0.044 -0.023 -0.0229
C -2.523677 4.833104 -0.059151 0.022 0.007 0.013 -0.0330
C -1.398619 4.673244 0.718731 -0.001 0.016 0.011 -0.0017
C -0.831525 3.407278 0.918048 -0.034 0.166 -0.026 -0.0841
C 0.368986 3.244869 1.704431 0.135 -0.040 0.044 -0.2217
N 1.091938 2.127039 1.844623 0.122 0.016 0.051 -0.0634
C 2.191418 2.427982 2.631147 -0.050 -0.049 0.001 -0.0913
C 2.123526 3.732373 2.975002 0.046 0.020 0.021 -0.0184
N 0.982400 4.222888 2.393686 0.009 0.008 -0.007 0.1506
H -2.987793 1.597002 -0.973207 -0.009 0.002 0.003 0.1330
H -3.985645 3.847538 -1.291049 -0.001 0.004 0.001 0.1266
H -2.943686 5.818674 -0.200263 -0.004 0.001 -0.001 0.1248
H -0.950713 5.553108 1.161692 0.004 -0.007 0.014 0.1174
H 2.941172 1.700651 2.879856 0.008 -0.021 0.000 0.1047
H 2.780096 4.344488 3.567175 -0.003 0.004 0.005 0.1399
H 0.655160 5.172142 2.472946 -0.010 -0.001 -0.010 0.1713
C -1.744681 -1.058660 3.172336 -0.022 -0.003 0.029 0.0237
C -0.311464 -1.090791 3.562663 0.039 -0.096 -0.113 -0.3413
N 0.730058 -0.623931 2.868250 -0.204 0.136 0.120 -0.0855
C 1.883984 -0.892494 3.593285 0.073 0.043 0.008 -0.0989
C 1.527909 -1.533600 4.727259 0.026 0.001 -0.008 -0.0224
N 0.157392 -1.638460 4.690155 -0.005 -0.012 -0.015 0.1457
H -1.882426 -0.530690 2.231268 -0.006 0.003 -0.006 0.0588
H -2.342408 -0.558647 3.934879 0.011 0.002 0.002 0.1059
H -2.127614 -2.073494 3.052362 0.010 0.006 0.002 0.1078
H 2.864698 -0.642054 3.231847 -0.002 0.000 0.002 0.1103
H 2.119495 -1.924556 5.535727 -0.002 -0.002 0.004 0.1396
H -0.415349 -2.080384 5.394193 -0.008 0.020 0.000 0.1886
S -1.647784 -3.805242 -1.468194 -0.047 0.051 0.103 0.7833
C -0.316204 -2.900521 -1.443947 -0.266 0.222 -0.214 -1.0274
S 0.322533 -2.172745 0.057205 0.212 -0.015 0.265 0.9549
C 1.514219 -1.329615 -0.902863 0.013 -0.384 -0.112 -1.0175
N 1.495519 -1.600961 -2.151565 0.018 -0.039 -0.030 0.0684
N 0.555105 -2.508105 -2.455235 -0.005 -0.098 0.207 -0.1078
C 0.498832 -2.954484 -3.825526 0.000 -0.002 -0.045 -0.1985
C 0.030213 -4.220980 -4.136685 0.101 -0.125 -0.026 -0.0456
C 0.015108 -4.616332 -5.465656 0.015 0.038 -0.022 -0.0477
C 0.460254 -3.759081 -6.460150 -0.011 -0.027 -0.003 -0.0522
C 0.936068 -2.497950 -6.127882 -0.001 0.006 0.022 -0.0539
C 0.961011 -2.087419 -4.806675 -0.075 0.069 -0.070 -0.0176
S 2.287303 0.024487 -0.176372 -0.171 0.553 0.275 0.7930
H -0.298469 -4.904269 -3.369818 0.046 0.025 -0.066 0.0697
H -0.342773 -5.604852 -5.717359 0.001 -0.002 -0.006 0.1182
H 0.442152 -4.074632 -7.494125 0.000 -0.001 -0.002 0.1169
H 1.289114 -1.827875 -6.899429 0.000 -0.001 -0.001 0.1157
H 1.330307 -1.106849 -4.542922 0.001 -0.024 -0.013 0.1095
```
Positions in Å, forces in eV/Å.